Entry 1:
The following is a quantum chemistry calculation of 2 unconnected molecules or ions with the total composition CF4OS at a distorted geometry, from the OMol25 dataset.

Structure (XYZ):
```
7
Properties=species:S:1:pos:R:3
C 1.30854 0.04270 -0.13204
O -2.35850 -1.26050 0.07143
F 1.65349 -1.03198 0.65098
F 1.78595 1.10169 0.61417
F 1.86007 -0.02232 -1.32310
F -2.51734 1.21413 -0.33686
S -1.73221 -0.04373 0.45541
```

Properties
- HOMO (spin up / spin down): -11.003 / -9.764 eV
- Lowest unoccupied orbital energy (spin up / spin down): -1.581 / -1.628 eV
- Spin multiplicity: 1
- Energy above the lowest of the compared OMol25 structures with the same formula, charge and spin: 175.4 kJ/mol
- HOMO-LUMO gap (spin up / spin down): 9.4 / 8.1 eV



Entry 2:
The following is a quantum chemistry calculation of CFN3O2 in the gas phase at a distorted geometry, from the OMol25 dataset.

Structure (XYZ):
```
7
Properties=species:S:1:pos:R:3
C -0.21534 0.88407 0.13103
N -0.36184 0.46548 -1.01654
N 0.30230 1.58814 0.97762
N 0.16144 -1.87316 -0.91696
O 0.46391 -1.83657 0.24127
O -0.24709 -0.81781 -1.54652
F -0.22317 1.87796 2.18464
```

Properties
- HOMO: -10.687 eV
- Lowest unoccupied orbital energy: -0.900 eV
- Spin multiplicity: 1
- Energy above the lowest of the compared OMol25 structures with the same formula, charge and spin: 318.9 kJ/mol
- SMILES string: O=NON=C=NF
- HOMO-LUMO gap: 9.8 eV